This record from OMol25 describes C5H10O3Yb as an isolated structure in a non-equilibrium geometry. The level of theory is wB97M-V/def2-TZVPD.

As for the multiplicity: 2. As for the total charge: +1. The calculation puts the lowest unoccupied orbital energy (alpha / beta) at -4.78 / -4.98 eV. As for the energy relative to the best compared isomer or geometry (same formula, charge and spin): 319.5 kJ/mol. The value obtained for the HOMO-LUMO gap (alpha / beta) is 6.138 / 5.888 eV. Its HOMO energy (alpha / beta) is -10.915 / -10.870 eV. Its maximum force is 6.9 eV Å⁻¹. Its expectation value of S² is 0.76.

Cartesian coordinates (Å):
O -2.014 -0.018 -0.256
O 0.401 -0.823 -0.265
H -0.721 -2.275 -1.119
H 1.998 -1.648 0.785
C 1.679 -0.853 0.110
H -3.566 0.621 0.968
Yb -0.309 1.389 -0.724
C -3.327 0.518 -0.100
C -1.803 -1.240 0.449
H -2.655 -1.916 0.299
H -4.051 -0.141 -0.598
H -3.339 1.501 -0.582
O 1.700 1.226 -0.857
C 2.293 0.448 -0.017
C -0.554 -1.882 -0.109
H 0.715 1.608 1.166
H 3.391 0.439 -0.088
H -1.702 -1.027 1.524
H -0.173 -2.659 0.562

Computed Löwdin charges, given in elementary charges: -0.38 -0.28 0.15 0.12 -0.15 0.12 1.64 -0.05 -0.15 0.15 0.12 0.09 -0.37 -0.33 -0.10 0.00 0.12 0.15 0.15



This record from OMol25 describes C5H10O4 as an isolated structure in a non-equilibrium geometry. The level of theory is wB97M-V/def2-TZVPD.

The calculation puts the lowest unoccupied orbital energy at 0.53 eV. As for the energy relative to the best compared isomer or geometry (same formula, charge and spin): 504.5 kJ/mol. The value obtained for the HOMO-LUMO gap is 8.881 eV. Its HOMO energy is -8.350 eV. Its maximum force is 5.1 eV Å⁻¹.

Cartesian coordinates (Å):
O -1.516 0.960 0.156
H 0.943 -2.019 -2.193
O 0.184 0.789 2.478
H -1.616 -1.793 0.322
H -2.316 0.484 -0.106
C -0.971 -1.256 1.023
H 1.550 -0.111 0.936
C 0.761 0.586 0.690
O 0.745 -1.736 -1.285
C 0.409 -0.410 -1.247
H 0.176 1.435 -2.223
H -1.512 -1.067 1.951
O 1.066 1.848 0.300
H 1.950 2.057 0.627
H 0.681 0.033 -3.308
C -0.548 0.063 0.446
C 0.410 0.383 -2.314
H -0.290 1.634 2.505
H -0.107 -1.880 1.241

Computed Löwdin charges, given in elementary charges: 0.09 0.11 -0.22 0.10 0.13 -0.01 0.16 -0.22 0.00 -0.28 0.06 0.10 0.07 0.13 0.06 -0.42 0.03 0.01 0.10



This record from OMol25 describes C5H10OPY as an isolated structure in a non-equilibrium geometry. The level of theory is wB97M-V/def2-TZVPD.

The calculation puts the lowest unoccupied orbital energy (alpha / beta) at -0.21 / 0.39 eV. As for the energy relative to the best compared isomer or geometry (same formula, charge and spin): 106.9 kJ/mol. The value obtained for the HOMO-LUMO gap (alpha / beta) is 4.352 / 4.446 eV. Its HOMO energy (alpha / beta) is -4.565 / -4.053 eV. Its maximum force is 4.8 eV Å⁻¹.

Cartesian coordinates (Å):
O 0.331 0.079 2.288
H -0.757 -0.726 -2.811
C 1.055 1.671 -1.226
P -0.059 -2.377 0.394
H -0.628 2.918 -0.322
C -0.393 0.140 -2.255
H -2.309 1.189 -1.619
H -0.567 0.184 2.632
H -1.113 -3.031 -0.168
H -0.146 -2.685 1.748
H 0.815 0.903 2.418
C 1.008 0.484 -2.033
C -1.214 1.146 -1.615
Y 0.003 0.098 0.073
C -0.327 2.078 -0.940
H 1.953 2.183 -0.876
H 1.040 -3.063 -0.034
H 1.874 -0.069 -2.414

Computed Löwdin charges, given in elementary charges: -0.20 0.10 -0.26 0.65 0.10 -0.24 0.09 0.01 -0.13 -0.11 0.03 -0.24 -0.25 0.66 -0.27 0.09 -0.14 0.11



This record from OMol25 describes one molecule with the formula C5H10OS2 in a non-equilibrium geometry. The level of theory is wB97M-V/def2-TZVPD.

As for the SMILES: CO[C@](C)(C=S)SC. The calculation puts the lowest unoccupied orbital energy at -0.53 eV. As for the energy relative to the best compared isomer or geometry (same formula, charge and spin): 303.6 kJ/mol. The value obtained for the HOMO-LUMO gap is 8.491 eV. Its HOMO energy is -9.023 eV. Its maximum force is 3.8 eV Å⁻¹.

Cartesian coordinates (Å):
H -0.673 -0.745 -1.823
H 0.168 -1.872 -0.530
C -1.049 -0.271 -0.895
O -0.300 1.042 1.101
C -0.113 0.632 -0.231
H 1.896 -2.331 -1.253
S -2.491 -0.599 -0.320
H 0.911 -0.128 2.096
H -0.691 -0.929 1.588
H 1.754 -2.055 0.736
C -0.294 2.001 -0.963
H -0.495 1.467 -2.050
S 1.566 0.120 -0.440
C -0.169 -0.024 2.015
H 0.692 2.596 -0.931
H -0.755 0.277 2.967
H -1.266 2.510 -0.679
C 1.310 -1.689 -0.388

Computed Löwdin charges, given in elementary charges: 0.08 0.03 -0.75 -0.24 -0.99 0.09 0.81 0.06 0.06 0.10 -0.06 0.13 0.90 -0.13 0.10 0.13 0.11 -0.42



This record from OMol25 describes a 2-piece molecular cluster, C5H10OS2 overall in a non-equilibrium geometry. The level of theory is wB97M-V/def2-TZVPD.

The calculation puts the lowest unoccupied orbital energy (alpha / beta) at -1.03 / -0.96 eV. As for the energy relative to the best compared isomer or geometry (same formula, charge and spin): 509.4 kJ/mol. The value obtained for the HOMO-LUMO gap (alpha / beta) is 6.790 / 6.756 eV. Its HOMO energy (alpha / beta) is -7.821 / -7.714 eV. Its maximum force is 4.2 eV Å⁻¹.

Cartesian coordinates (Å):
C 1.999 -0.445 2.722
C -0.087 1.533 -1.151
H -1.645 -0.555 -1.871
H -1.026 1.502 -1.551
C -1.245 -0.749 -0.886
H 0.714 -0.390 -1.599
C 0.943 -0.144 0.429
H 1.781 0.287 3.514
S 0.414 -0.877 1.792
H -1.001 -1.974 -0.844
H 2.666 -0.294 1.963
S 3.731 -0.194 -0.898
H -2.040 -0.522 -0.230
H 0.021 2.137 -0.245
H 2.190 -1.312 3.256
O 3.085 0.639 -1.904
C 0.129 -0.001 -0.791
H 0.705 1.825 -1.814

Computed Löwdin charges, given in elementary charges: -0.30 -0.03 0.05 0.03 -0.11 0.09 -0.48 0.05 0.92 0.14 -0.04 0.72 0.04 0.08 -0.01 -0.69 -0.53 0.06



This record from OMol25 describes a 2-piece molecular cluster, C5H10OSi overall in a non-equilibrium geometry. The level of theory is wB97M-V/def2-TZVPD.

The calculation puts the lowest unoccupied orbital energy at -0.21 eV. As for the energy relative to the best compared isomer or geometry (same formula, charge and spin): 425.0 kJ/mol. The value obtained for the HOMO-LUMO gap is 8.892 eV. Its HOMO energy is -9.101 eV. Its maximum force is 4.8 eV Å⁻¹.

Cartesian coordinates (Å):
H 4.139 -0.658 -1.236
C 3.101 -0.817 -0.862
H -2.030 -1.477 -0.384
C -0.794 1.492 -0.977
H -0.659 -2.275 0.558
C -1.027 -1.418 -0.010
C 1.926 -0.675 -0.738
H 0.490 -1.590 -1.318
H -1.462 1.076 2.666
Si -0.475 0.318 0.459
O -0.443 -1.692 -1.302
H -0.667 0.998 -1.945
H -1.763 1.900 -0.858
H -0.108 2.302 -1.149
H -0.056 0.006 2.745
H 0.264 1.649 2.140
C -0.437 0.860 2.210

Computed Löwdin charges, given in elementary charges: 0.01 -0.12 0.08 -0.18 0.09 -0.32 -0.17 -0.07 0.08 0.86 -0.21 0.05 0.01 0.03 0.03 0.02 -0.18



Which of these has the highest maximum force?
C5H10O3Yb